Below is C42H52BMnN5O5Te as an isolated structure, with properties calculated with ωB97M-V/def2-TZVPD.

## Properties
HOMO (alpha / beta)   -9.3 / -9.3 eV
LUMO energy (alpha / beta)   -3.1 / -2.5 eV
Energy above the lowest of the compared OMol25 structures with the same formula, charge and spin   23.4 kJ/mol
2S+1   3
Charge   +1

The geometry in XYZ format:
```
107
Properties=species:S:1:pos:R:3:forces:R:3:mulliken_charge:R:1
C -0.560846 4.000238 2.165081 0.008 0.043 -0.073 0.10
C -2.654689 -4.063830 -1.898366 -0.006 0.025 -0.047 -1.11
C 3.241481 -2.156058 0.812886 -0.163 -0.027 -0.013 0.67
C 4.489015 -2.681031 1.157465 0.031 0.060 0.011 -0.83
C -3.757266 1.999152 -0.819000 -0.041 0.092 0.040 1.43
N -0.337817 1.435053 0.366817 -0.426 -0.024 0.486 -0.14
C 0.929885 0.426163 -4.363627 0.029 0.027 -0.031 -1.15
H -3.592346 -0.521823 0.272594 -0.012 -0.012 -0.029 -0.09
C -1.250972 1.473847 -4.948129 0.001 -0.017 -0.016 -1.24
C -3.970939 1.558843 0.668098 -0.036 -0.074 -0.058 1.78
H 1.188877 -0.040516 -3.408937 0.014 0.008 -0.005 -0.17
H -2.670174 -3.848577 -2.967786 -0.029 0.007 0.003 0.34
H 1.858067 0.833355 -4.767025 0.003 -0.005 -0.008 0.15
H 2.442172 6.180348 -4.537329 -0.006 0.021 -0.018 0.45
C 5.144862 2.310051 -4.891749 -0.026 -0.023 0.016 -0.84
H -0.866814 4.190364 -1.049957 0.017 0.009 -0.011 0.14
C 4.173178 1.995973 -3.944055 -0.013 -0.005 -0.022 1.47
C 1.984317 5.128333 2.252290 -0.006 -0.010 0.002 -0.75
O -2.641498 1.702274 1.234918 -0.049 0.081 0.019 -0.97
H -1.921226 -4.846542 -1.696516 -0.007 -0.001 -0.002 0.34
C 0.867765 5.895222 2.554432 -0.001 -0.010 -0.005 -0.47
N 1.847206 -4.104169 1.532372 -0.050 0.011 -0.008 -0.04
N -2.376312 -2.863490 -1.128973 0.062 -0.031 0.046 -0.11
H 3.423931 0.404177 -2.672065 -0.043 -0.022 0.030 -0.54
H 1.208633 4.945454 -4.269683 -0.014 0.003 0.024 0.13
C 0.560454 3.237545 1.850621 -0.040 0.035 -0.016 0.24
C 3.213427 2.963114 -3.606861 0.146 -0.049 -0.047 -0.23
H -4.267181 0.176255 -1.866287 -0.010 -0.026 0.022 0.26
C 6.270623 3.857514 -6.519389 0.000 -0.025 0.001 -1.57
H -4.367421 2.312964 -5.102759 -0.021 0.006 -0.008 0.30
H 5.888330 1.558964 -5.138113 0.014 -0.018 -0.014 0.45
C 0.452796 1.853995 1.355887 0.130 -0.079 -0.041 1.36
N -0.331614 -2.485785 -2.151465 -0.026 0.009 -0.008 -0.34
H 6.436177 -0.079504 0.252724 0.019 0.009 0.017 0.48
H -0.582763 -3.046656 -2.946984 0.023 -0.073 0.039 0.29
H -3.356826 4.067798 -0.302317 -0.016 0.008 0.031 0.19
H -4.622249 3.450009 1.502639 0.002 0.016 -0.021 0.37
C -0.080987 -3.112202 1.743036 0.068 -0.050 0.006 -0.50
H -1.544899 3.552428 2.148226 -0.015 0.001 -0.022 0.79
H -1.102320 -2.844907 1.947043 -0.030 0.007 -0.012 0.53
H 0.089337 5.171387 -2.143650 -0.010 -0.008 0.004 0.16
H 0.984974 6.938588 2.813976 0.003 0.012 0.022 0.41
H -1.675994 5.294253 -2.166573 0.003 0.016 0.009 0.44
C 5.543131 -0.673440 0.393590 -0.005 -0.052 0.012 -0.81
H -3.640469 -4.426745 -1.623219 0.012 -0.008 -0.008 0.37
C 2.001153 -2.812034 1.181730 0.242 0.093 0.088 0.19
H 0.565424 -0.328810 -5.060349 -0.009 -0.041 0.023 0.47
C 0.532808 -4.309872 1.894935 0.021 0.051 -0.038 -0.75
Mn 0.431072 -0.355724 0.543258 0.536 0.191 -0.003 0.00
H 4.166336 -0.131975 -4.184302 -0.002 -0.012 -0.003 0.47
H -5.630846 1.285290 -1.621153 -0.031 0.019 -0.010 0.37
H 4.557747 -3.652462 1.631770 -0.009 0.006 0.056 0.39
H -3.608798 3.757485 -2.018560 -0.084 -0.038 0.119 0.04
H -4.327020 -0.191614 1.851507 0.005 -0.005 0.011 0.53
H -4.390582 1.645910 -2.830670 0.016 -0.006 0.002 0.08
C 3.228741 4.208873 -4.255334 -0.023 0.016 -0.015 0.63
H -3.430525 1.587222 -6.410322 -0.008 -0.008 -0.003 0.37
C 5.190518 3.540344 -5.522889 -0.009 0.044 -0.029 0.62
H -2.808380 4.221938 -3.802817 0.041 0.038 -0.083 0.59
N 0.844576 -2.181568 1.305867 -0.345 -0.011 0.089 0.28
C -4.333652 0.084303 0.797147 0.069 0.012 0.016 -1.65
H 5.177281 0.429474 -2.865965 0.026 -0.003 0.033 0.59
H -1.264207 5.921249 2.791009 -0.003 0.008 0.000 0.44
C 2.207590 5.276319 -3.978613 0.028 0.011 0.015 -1.13
C 3.153699 -0.904988 0.187686 0.140 0.242 0.003 0.49
Te 1.817803 2.627949 -2.044748 0.008 0.021 -0.068 0.84
C -3.948102 3.495403 -1.018789 0.016 -0.008 0.029 -1.42
H 4.230748 0.845001 -0.379782 -0.015 -0.002 -0.081 0.78
C -2.048828 3.453932 -3.904408 0.078 -0.006 -0.101 -1.04
O 1.253656 0.950671 1.769564 -0.056 -0.156 0.190 -0.68
O -1.022695 -1.208649 -0.426565 -0.247 -0.062 0.128 0.52
H 0.444244 -1.850019 -2.263793 -0.014 0.025 -0.001 -0.11
C 0.078619 2.545707 -3.253643 -0.102 0.080 0.139 0.84
C -0.398888 5.327224 2.529243 -0.010 0.000 0.003 -0.91
C 4.228028 0.599045 -3.375484 0.020 0.053 0.026 -1.62
C -0.096018 1.507572 -4.171379 0.021 -0.048 -0.034 0.73
C -1.240897 -2.161389 -1.214903 0.234 0.038 -0.143 0.47
H 2.178996 5.524197 -2.916481 -0.006 0.006 -0.004 0.18
C 4.210274 4.469433 -5.201893 0.024 0.013 -0.026 -0.98
H -3.558262 3.340796 -6.275873 -0.008 0.010 -0.007 0.36
C -0.921366 3.514466 -3.094241 -0.009 0.054 -0.025 1.10
C -4.564415 1.223457 -1.841223 0.022 0.003 0.004 -1.52
H -4.995191 3.778231 -0.917165 -0.031 0.005 0.013 0.47
H -2.951536 -2.646081 -0.332175 -0.024 0.059 -0.052 0.29
H 2.970990 5.569994 2.275741 0.011 0.007 0.016 0.43
H 6.601124 -2.356938 1.223429 0.015 -0.017 -0.022 0.41
C -0.838233 4.605619 -2.061569 0.021 0.002 0.008 -1.69
H 2.575663 -4.797340 1.519306 -0.012 0.001 -0.009 0.20
O -2.352728 1.715258 -1.038394 -0.044 -0.084 -0.038 0.09
H 2.696680 3.176766 1.696789 -0.005 0.007 -0.050 0.48
O 2.011292 -0.411646 -0.310339 -0.225 -0.416 -0.377 0.34
C -2.232653 2.445010 -4.840031 -0.031 0.027 -0.004 0.41
C 4.318157 -0.150087 0.032454 0.046 -0.056 -0.022 -0.83
H -5.320969 -0.123650 0.387458 -0.026 -0.004 0.001 0.36
H -5.007399 2.033809 2.479402 -0.006 -0.009 0.007 0.48
H 7.248566 3.875183 -6.035392 0.003 0.007 -0.003 0.34
H -1.374501 0.673794 -5.670020 0.000 -0.014 -0.015 0.35
C -3.462698 2.416483 -5.705189 0.025 -0.001 0.003 -1.47
H 6.107188 4.828355 -6.984092 0.000 0.002 -0.007 0.34
H 4.213902 5.433539 -5.696941 0.003 0.019 -0.009 0.29
C 5.640195 -1.954301 0.937813 -0.039 0.056 -0.012 -0.95
C 1.834862 3.793193 1.916411 0.031 -0.022 0.095 -0.67
H -5.936626 2.368298 1.015836 -0.021 0.006 -0.012 0.36
B -1.757587 1.663169 0.182023 0.235 -0.024 -0.169 -0.07
H 0.166885 -5.265732 2.219858 0.002 -0.022 0.044 0.45
C -4.941130 2.411340 1.459268 0.027 -0.014 0.023 -2.00
H 6.310703 3.103793 -7.306794 0.001 0.003 -0.007 0.35
```
Forces are in eV/Å.